Entry 1:
The following is a DFT calculation (ωB97M-V/def2-TZVPD) of a molecular structure, C11H26N4OPtSSe2.

As for the electronic energy: -164596.546 eV. The gap between HOMO and LUMO is 9.63 eV. The value obtained for the lowest unoccupied orbital energy is -0.232 hartree. For the HOMO energy, the calculation gives -0.586 Eh. Its relative energy (zero: lowest compared OMol25 entry of this formula, charge and spin) is 0.000 eV.

```
! wB97M-V def2-TZVPD RIJCOSX def2/J DEFGRID3
* xyz 2 1
Pt -0.64878 -1.36783 -0.04445
Se -3.02030 -0.88667 -0.21903
Se -1.03242 -3.56099 -0.92504
S 2.46953 -1.56654 0.91458
O 1.37873 -1.84224 -0.15950
N -0.03807 2.72033 0.59443
N -0.24003 0.60455 0.43564
N 0.86237 0.89951 1.15522
N 0.98374 2.16311 1.25241
C 3.39645 -3.09066 0.91094
C -3.61015 -2.37845 -1.33754
C -0.18849 4.18301 0.47682
C -2.99465 -3.68739 -0.90757
C 2.18537 4.78107 -0.20679
C 0.48013 4.12530 -1.95710
C 0.71378 4.78413 -0.60205
C -0.79452 1.75368 0.09301
C -0.68104 -4.77340 0.54806
C 3.65271 -0.54888 0.05376
C -3.72584 -1.45419 1.49960
H 2.78999 -3.85595 1.38821
H 2.57780 3.76586 -0.11831
H -3.31760 -2.09941 -2.35024
H -4.69800 -2.40009 -1.28961
H -4.79996 -1.58178 1.38252
H 0.01435 4.59292 1.46418
H 0.38544 -4.73112 0.74208
H -1.69534 1.89951 -0.47785
H -1.23860 4.35041 0.23773
H -3.52725 -0.64760 2.20040
H -3.25069 -2.36933 1.83780
H 3.23766 0.44982 -0.03319
H 3.84176 -0.98956 -0.92398
H -3.26314 -4.48621 -1.59793
H 0.83797 3.09097 -1.96496
H 4.56466 -0.51884 0.65054
H 0.37841 5.82394 -0.66570
H -3.30235 -3.97545 0.09664
H 4.29818 -2.93555 1.50337
H 1.02938 4.65519 -2.73323
H -1.24268 -4.47411 1.42777
H 2.34633 5.28890 0.74439
H -0.95557 -5.77380 0.22309
H 2.77241 5.29675 -0.96559
H -0.57537 4.13107 -2.24014
H 3.64367 -3.36397 -0.11341
*
```


Entry 2:
The following is a DFT calculation (ωB97M-V/def2-TZVPD) of a gas-phase ion, C7H10N3S (charge +1) at a distorted geometry.

As for the electronic energy: -22717.024 eV. The gap between HOMO and LUMO (spin up / spin down) is 6.85 / 6.85 eV. The value obtained for the lowest unoccupied orbital energy (spin up / spin down) is -0.177 / -0.177 hartree. For the HOMO energy (spin up / spin down), the calculation gives -0.428 / -0.428 Eh. Its relative energy (zero: lowest compared OMol25 entry of this formula, charge and spin) is 2.218 eV.

```
! wB97M-V def2-TZVPD RIJCOSX def2/J DEFGRID3
* xyz 1 1
S -1.66324 2.76392 0.07748
N 1.44648 -0.46212 0.26837
N 1.13542 1.77227 -0.18175
N -1.91826 -1.88939 -0.12598
C 0.10934 -0.57906 0.18846
C -0.58138 -1.74836 0.11301
C -3.26838 0.31320 0.07479
C -2.97550 -1.03480 -0.16079
C -2.44680 1.41113 0.07584
C 3.44799 0.82747 -0.05641
C 1.92823 0.79791 0.02984
H 3.87574 0.52851 0.83830
H -0.12851 0.51979 -0.00078
H 2.16243 -1.09727 0.59169
H -2.20164 -2.84901 -0.25764
H 3.99444 1.76462 -0.41896
H -4.29772 0.44446 0.16096
H -3.87487 -1.57830 -0.09960
H 3.89996 0.14546 -0.75466
H 1.49831 2.69910 -0.63040
H -0.14201 -2.74954 0.26819
*
```


Entry 3:
The following is a DFT calculation (ωB97M-V/def2-TZVPD) of 2 unconnected molecules or ions with the total composition C29H47BF6N3OP at a distorted geometry.

As for the electronic energy: -63619.820 eV. The gap between HOMO and LUMO is 7.22 eV. The value obtained for the lowest unoccupied orbital energy is -0.061 hartree. For the HOMO energy, the calculation gives -0.326 Eh.

```
! wB97M-V def2-TZVPD RIJCOSX def2/J DEFGRID3
* xyz 0 1
P 0.65743 -1.19006 -1.04799
F -2.14771 7.73287 0.49463
F -4.97527 1.31027 0.80900
F 0.12153 7.59670 0.86598
F -1.00165 5.79882 -0.06592
F -0.03119 -2.42267 1.41895
F -0.68779 7.74207 -1.28670
O 4.83625 1.58564 -3.10773
N -2.70517 -4.75071 -2.14414
N -1.63921 0.49663 0.40206
N -0.70437 -1.11452 -1.85916
C -2.75357 -2.81402 0.50716
C -3.67373 1.74949 0.96615
C 0.52693 4.07191 2.59711
C -3.52533 -4.69531 -0.95325
C -2.74970 1.25156 -0.20122
C 4.48541 2.57073 -4.06401
C -2.92492 -4.25365 -3.40201
C 0.47571 4.82018 5.18439
C -1.81881 0.44908 4.57822
C 0.07878 2.39103 0.85778
C 0.65379 -0.24151 0.58105
C 4.40270 -0.24028 -1.01039
C -3.83671 -3.22278 -0.50176
C -1.51769 -5.39598 -2.20847
C 4.40626 0.29164 -3.48633
C 4.95675 -0.68527 -2.41713
C -0.30842 -1.04202 1.53467
C 0.22166 2.55837 2.38710
C -1.71386 -0.62929 1.01189
C -0.25263 0.98451 0.33119
C 0.42463 4.50419 4.01031
C 3.03853 -1.28395 0.99717
C -3.00903 -1.39053 1.15117
C -1.89305 -4.57927 -4.22029
C -1.46696 -0.70436 3.88953
C -0.15818 -0.83064 3.08517
C 2.12742 -0.02482 1.02964
C 3.91499 -1.50663 -0.27064
C -0.93127 -5.35477 -3.44038
B -0.92977 7.23053 0.00013
H 0.35132 -1.71670 3.49625
H -1.80646 -2.79269 -0.05773
H 1.07932 2.02037 2.81653
H -3.34912 -1.46246 2.19046
H 4.51790 -1.66398 -2.67584
H 0.00686 -5.79312 -3.76044
H -0.49739 -0.66535 -2.74992
H 4.69380 0.00448 -4.51368
H 0.50179 5.31059 6.13765
H -2.17632 1.34957 4.05903
H -2.91989 -5.13760 -0.14498
H -4.86834 -3.16851 -0.12200
H -2.16047 -1.55945 3.90228
H -1.73677 0.48696 5.67467
H -3.60893 2.84398 1.06589
H 3.67915 -1.24501 1.89382
H 0.46321 0.03220 3.34814
H 2.07483 0.28482 2.08802
H -0.68101 3.12358 0.52978
H 4.80667 3.54048 -3.65060
H -1.75858 -4.36191 -5.27640
H 1.54331 4.31385 2.24242
H 2.50829 0.85249 0.48898
H 3.39906 2.64680 -4.24389
H 2.40111 -2.17358 1.14901
H -3.31890 1.33940 1.92873
H -1.01008 -5.93814 -1.40892
H -0.70511 2.36172 2.94757
H 0.95664 -2.55404 -0.79959
H 5.06237 2.42481 -4.99451
H -2.30057 2.15537 -0.63517
H -2.65424 -3.56569 1.30519
H -3.79207 -3.67904 -3.71770
H 6.05517 -0.71071 -2.43267
H -4.43243 -5.31446 -1.02082
H 3.29314 0.28595 -3.41629
H -0.17543 4.63231 1.95714
H 4.77783 -2.13401 0.01360
H 1.72951 -0.64158 -1.80401
H 3.58126 0.45310 -1.25066
H 1.04683 2.68241 0.41814
H 3.33727 -2.13194 -0.97703
H -3.29852 0.65653 -0.93873
H 5.17715 0.27854 -0.42828
H -3.82107 -0.93707 0.56724
H -3.80937 -2.63177 -1.43334
H -0.13552 1.13533 -0.77028
*
```


Entry 4:
The following is a DFT calculation (ωB97M-V/def2-TZVPD) of 2 unconnected molecules or ions with the total composition C7H11N3 at a distorted geometry.

As for the electronic energy: -11903.489 eV. The gap between HOMO and LUMO is 10.05 eV. The value obtained for the lowest unoccupied orbital energy is 0.029 hartree. For the HOMO energy, the calculation gives -0.340 Eh. As for the SMILES: C1CC[C@H]2N=C2C1.N=C=N. Its relative energy (zero: lowest compared OMol25 entry of this formula, charge and spin) is 3.199 eV.

```
! wB97M-V def2-TZVPD RIJCOSX def2/J DEFGRID3
* xyz 0 1
N 4.27175 1.25413 0.03747
N 4.84952 -1.03677 0.02726
N 1.24335 -1.02999 0.85518
C 1.11944 0.03631 -0.08511
C 4.55246 0.08859 0.24094
C -1.74663 -0.50066 0.43452
C -1.26981 0.82952 -0.09004
C 0.14818 1.15450 0.32049
C 0.42916 -1.24443 -0.08429
C -1.02135 -1.57847 -0.36334
H 4.13513 -1.72125 0.27041
H -1.39040 -0.61550 1.53475
H 0.45222 2.05166 -0.15957
H 4.10165 1.97710 0.70648
H -1.98263 1.73633 0.09646
H 0.36051 1.30021 1.40112
H -1.21790 -2.57541 0.14796
H -1.08795 0.93674 -1.12807
H 1.71391 0.34903 -0.93942
H -1.32244 -1.63213 -1.34086
H -2.92853 -0.44078 0.34704
*
```


Entry 5:
The following is a DFT calculation (ωB97M-V/def2-TZVPD) of a molecular structure, C19H33IN2PdSi2 at a distorted geometry.

As for the electronic energy: -50554.843 eV. The gap between HOMO and LUMO (spin up / spin down) is 6.24 / 6.46 eV. The value obtained for the lowest unoccupied orbital energy (spin up / spin down) is -0.028 / -0.034 hartree. For the HOMO energy (spin up / spin down), the calculation gives -0.257 / -0.271 Eh. The expectation value of S² is 2.006.

```
! wB97M-V def2-TZVPD RIJCOSX def2/J DEFGRID3
* xyz 0 3
I -0.20486 3.82341 -1.32753
Pd 0.39968 1.22340 -0.44596
Si 0.16825 0.95820 2.63517
Si -0.34950 -1.83181 1.04724
N 0.79097 -0.24660 -2.03920
N -1.57251 0.99270 -1.55022
C 2.84980 3.01551 -0.03872
C 1.80039 0.25264 3.24997
C -0.43816 0.05172 1.08563
C -1.49013 0.24704 -2.67485
C -2.59282 0.15117 -3.54380
C -3.83547 1.57451 -2.05226
C 1.37785 -2.55259 0.93706
C -1.12013 0.62988 3.98603
C -0.14161 -1.56753 -3.79900
C -1.17127 -2.51886 2.61219
C 1.01725 -2.34247 -3.83499
C -1.39374 -2.55143 -0.33146
C -3.77367 0.81050 -3.22050
C 2.73519 1.50934 -0.29120
C -0.24424 -0.51172 -2.87736
C 0.20993 2.81228 2.44785
C 2.02809 -2.08919 -2.90912
C -2.70834 1.63147 -1.22933
C 1.88091 -1.02665 -2.01641
H 2.54825 0.94814 0.63791
H 1.96937 0.66799 4.25654
H 1.66483 -2.72956 -0.10885
H -4.63421 0.71748 -3.87701
H 2.66137 0.52565 2.62518
H -0.80168 -2.89878 -1.18723
H -0.55688 -2.37220 3.50870
H -4.73288 2.11204 -1.75723
H -0.83648 1.19755 4.88553
H 2.13821 -1.91776 1.40792
H 2.94553 -2.66564 -2.87193
H 2.09703 1.29118 -1.17283
H 2.65407 -0.78254 -1.28382
H -1.20849 -0.42813 4.26396
H 2.41310 3.58548 -0.87021
H -2.49536 -0.45218 -4.44541
H 3.69972 1.12719 -0.66380
H -1.50987 0.34657 0.95200
H 0.09163 3.14159 1.40151
H 3.91085 3.29051 0.03765
H -2.15532 -2.05432 2.76267
H 2.32637 3.30562 0.87262
H -2.11262 0.97959 3.66414
H 1.11646 -3.14034 -4.56752
H 1.14203 3.24037 2.84460
H -1.32763 -3.59836 2.47367
H -2.68370 2.27659 -0.35128
H -0.63535 3.23831 3.01493
H -2.13728 -1.82700 -0.68336
H -1.93106 -3.42708 0.06658
H 1.77151 -0.84342 3.33872
H -0.98983 -1.77279 -4.44743
H 1.37647 -3.52668 1.45383
*
```


Entry 6:
The following is a DFT calculation (ωB97M-V/def2-TZVPD) of 6 unconnected molecules or ions with the total composition C7H26N10O6 at a distorted geometry.

As for the electronic energy: -34870.531 eV. The gap between HOMO and LUMO is 8.73 eV. The value obtained for the lowest unoccupied orbital energy is -0.002 hartree. For the HOMO energy, the calculation gives -0.322 Eh. As for the SMILES: NC(N)=O.NC(N)=O.NC(N)=O.NC(N)=O.NC(N)=O.CCO. Its relative energy (zero: lowest compared OMol25 entry of this formula, charge and spin) is 1.940 eV.

```
! wB97M-V def2-TZVPD RIJCOSX def2/J DEFGRID3
* xyz 0 1
O -1.61628 -3.09924 -2.68307
O 1.03855 -2.29913 0.88744
O 3.06377 2.39830 -0.91514
O -0.80538 0.02828 0.69465
O -0.66224 4.42689 -2.98807
O -2.97200 -0.73866 2.21328
N 1.24394 -3.58983 2.71475
N 4.34200 0.57084 -0.93308
N 0.86873 3.97848 -1.50363
N 0.51538 -1.59887 2.96743
N 0.45936 0.41576 -1.08064
N 4.87620 2.28332 0.37081
N -1.31009 -3.01108 -0.48478
N -1.41755 1.45277 -0.92362
N 0.41375 -2.75957 -1.76809
N 0.82723 2.74058 -3.27418
C 0.94481 -2.48437 2.10896
C -4.27082 -0.87854 1.83823
C -0.59417 0.58401 -0.39181
C -5.25208 0.12070 2.44718
C -0.86314 -2.95298 -1.72321
C 4.06178 1.80695 -0.55406
C 0.28858 3.76322 -2.63807
H 1.11169 -0.20504 -0.62596
H -2.53748 -0.47728 1.39626
H 0.02906 -0.79537 2.59508
H -4.34457 -0.76589 0.75554
H -2.29881 -2.87259 -0.34755
H -1.15499 1.83145 -1.82096
H 4.78027 3.26952 0.55530
H 5.22030 0.16628 -0.64813
H 0.37432 4.64214 -0.92785
H 1.52464 3.30956 -1.12967
H 0.69217 -1.76492 3.94550
H -0.67652 -2.74828 0.25493
H 0.85231 -2.75746 -2.67521
H -4.81150 1.10744 2.59065
H -6.08961 0.23437 1.75899
H 5.65478 1.70543 0.64599
H 3.79925 0.14109 -1.66475
H -4.55704 -1.91911 1.99938
H 0.84416 2.66525 -4.28008
H 0.71135 0.88154 -1.93702
H 1.64675 2.39236 -2.79827
H -5.65197 -0.19472 3.41105
H 1.13008 -3.72842 3.70685
H -2.07137 1.86346 -0.27634
H 0.99242 -2.87423 -0.95027
H 1.64999 -4.26446 2.08527
*
```